Entry 1:
A cluster of 10 separate species, H20O10 in total, computed with the ωB97M-V functional and the def2-TZVPD basis.

Computed properties:
Kohn-Sham gap	0.3935	Ha
HOMO energy	-10.937	eV
net charge	0
structure (SMILES)	O.O.O.O.O.O.O.O.O.O
molar mass	180.15	g/mol

Geometry as XYZ:
```
30
Properties=species:S:1:pos:R:3:mulliken_charge:R:1
O 0.553 -0.337 -1.182 -0.423
H 0.856 -0.399 -0.272 0.216
H -0.154 0.282 -0.975 0.248
O 1.689 2.363 -2.468 -0.606
H 2.318 2.799 -1.903 0.283
H 1.675 1.413 -2.405 0.313
O -3.136 -0.843 2.967 -0.590
H -2.475 -1.512 3.144 0.309
H -3.280 -0.712 2.036 0.310
O -0.249 -3.105 -2.015 -0.628
H 0.100 -2.269 -2.329 0.305
H -1.162 -3.312 -2.277 0.300
O -3.501 0.244 -0.413 -0.620
H -3.001 -0.311 0.197 0.253
H -2.906 1.003 -0.388 0.326
O 2.677 0.626 1.636 -0.628
H 2.788 -0.178 1.118 0.320
H 3.352 1.254 1.323 0.318
O -0.921 1.762 1.450 -0.593
H -0.042 1.832 1.814 0.319
H -1.794 1.581 1.773 0.250
O -0.145 3.727 -0.217 -0.584
H -0.029 4.149 0.661 0.341
H -0.058 2.844 0.164 0.276
O -1.268 -2.173 1.248 -0.537
H -1.321 -2.757 2.035 0.278
H -0.596 -2.722 0.820 0.260
O 3.704 -1.717 -1.732 -0.651
H 3.145 -0.999 -2.047 0.308
H 3.184 -2.533 -1.764 0.329
```


Entry 2:
A structure of composition C29H31N3PdSbSe2, computed with the ωB97M-V functional and the def2-TZVPD basis.

Computed properties:
Kohn-Sham gap	0.1608	Ha
HOMO energy	-1.952	eV
net charge	-1
molar mass	807.69	g/mol

Geometry as XYZ:
```
67
Properties=species:S:1:pos:R:3:mulliken_charge:R:1
Pd -1.268 0.981 -0.156 0.095
Se -5.440 -0.118 -0.377 -0.121
Se -4.415 1.745 -1.247 -0.039
C -3.631 2.470 0.355 0.560
C -3.548 3.848 0.496 -0.697
C -2.858 4.351 1.589 -0.178
C -2.295 3.465 2.492 -0.684
C -2.462 2.103 2.274 -0.216
N -3.129 1.607 1.229 -0.425
C -4.095 -1.511 -0.458 0.107
C -4.629 -2.789 -0.398 -0.534
C -3.747 -3.860 -0.412 -0.796
C -2.396 -3.608 -0.493 -0.660
C -1.949 -2.289 -0.542 -0.532
N -2.798 -1.249 -0.526 0.316
H -4.005 4.502 -0.235 0.371
H -2.760 5.420 1.731 0.404
H -1.736 3.813 3.350 0.402
H -2.057 1.373 2.965 0.428
H -5.701 -2.938 -0.357 0.338
H -4.121 -4.876 -0.362 0.385
H -1.659 -4.400 -0.511 0.468
H -0.375 -0.918 -0.719 -0.934
C 5.740 -1.231 0.540 -1.616
C 4.387 -0.656 0.227 1.156
C 3.722 -0.961 -0.951 -0.794
C 2.449 -0.450 -1.164 -0.434
N 1.827 0.342 -0.299 0.613
C 2.469 0.646 0.825 -0.533
C 3.734 0.176 1.130 -0.787
H 6.101 -1.852 -0.279 0.356
H 5.691 -1.849 1.439 0.312
H 6.472 -0.440 0.721 0.361
H 4.159 -1.631 -1.680 0.277
H 1.889 -0.734 -2.049 0.515
H 1.928 1.278 1.524 0.317
H 4.195 0.433 2.077 0.366
C -0.536 5.238 -1.320 -1.331
Sb -0.151 3.102 -1.182 0.477
C 1.917 3.292 -1.741 -1.471
C -0.803 2.739 -3.209 -1.381
H -0.810 5.477 -2.349 0.422
H 0.365 5.793 -1.056 0.387
H -1.343 5.538 -0.655 0.242
H 2.011 4.037 -2.532 0.485
H 2.250 2.320 -2.101 0.361
H 2.537 3.575 -0.890 0.397
H -0.024 3.020 -3.920 0.409
H -1.701 3.325 -3.412 0.370
H -1.043 1.683 -3.317 0.315
C 1.192 -2.886 3.342 -0.425
C 0.130 -1.991 3.206 -1.061
C -0.374 -1.764 1.931 -0.062
C 0.142 -2.382 0.801 0.286
C -0.455 -2.021 -0.561 3.452
C 0.225 -2.754 -1.690 -1.642
C 1.244 -3.632 -1.475 -0.485
C 1.776 -3.939 -0.208 -1.267
C 1.223 -3.302 0.926 1.152
C 1.720 -3.519 2.238 -1.213
H 1.613 -3.084 4.323 0.356
H -0.291 -1.485 4.066 0.377
H -1.198 -1.059 1.815 0.301
H -0.130 -2.552 -2.696 0.413
H 1.678 -4.119 -2.346 0.305
H 2.594 -4.640 -0.095 0.312
H 2.550 -4.209 2.358 0.356
```


Entry 3:
A cluster of 3 separate species, C22H39N2O10 in total, computed with the ωB97M-V functional and the def2-TZVPD basis.

Computed properties:
Kohn-Sham gap	0.2157	Ha
HOMO energy	-10.814	eV
net charge	+1
molar mass	491.56	g/mol

Geometry as XYZ:
```
73
Properties=species:S:1:pos:R:3:mulliken_charge:R:1
C 1.344 3.401 -2.542 -1.250
C 0.969 4.326 -1.414 0.611
O 0.335 5.305 -1.610 -0.462
N 1.350 4.010 -0.016 0.472
C 1.046 2.629 0.322 0.498
C -0.386 2.343 0.597 -1.195
O 1.910 1.799 0.378 -0.630
C 2.689 4.323 0.319 -0.011
C 3.737 4.389 -0.582 -0.289
N 4.987 4.674 -0.170 0.054
C 5.291 4.892 1.115 -0.583
C 4.290 4.836 2.061 -0.537
C 2.989 4.561 1.669 0.637
C 1.907 4.530 2.710 0.180
O 1.040 5.330 2.651 -0.414
O 2.017 3.648 3.716 -0.471
H 1.903 2.523 -2.236 0.408
H 0.441 3.144 -3.080 0.204
H 1.952 3.977 -3.237 0.450
H -0.601 2.509 1.649 0.248
H -0.634 1.331 0.302 0.322
H -0.996 3.025 0.009 0.486
H 3.607 4.227 -1.637 0.520
H 5.738 4.700 -0.847 0.309
H 6.307 5.107 1.393 0.416
H 4.521 5.000 3.100 0.544
H 2.147 2.742 3.398 0.378
C -3.738 -3.788 -1.716 -0.568
O -3.952 -2.531 -2.321 -0.280
C -4.308 -1.523 -1.391 -0.550
C -3.861 -0.161 -1.870 -0.445
O -2.463 0.078 -1.729 -0.321
C -1.584 -0.606 -2.613 -0.287
C -1.611 -0.103 -4.040 -0.613
O -2.763 -0.557 -4.718 -0.277
C -3.170 0.305 -5.759 -0.783
H -4.668 -4.195 -1.305 0.338
H -3.366 -4.464 -2.484 0.247
H -2.987 -3.719 -0.920 0.126
H -3.859 -1.728 -0.412 0.302
H -5.401 -1.519 -1.286 0.421
H -4.338 0.583 -1.229 0.402
H -4.193 0.031 -2.891 0.169
H -1.742 -1.684 -2.573 0.105
H -0.582 -0.410 -2.218 0.402
H -0.724 -0.481 -4.568 0.426
H -1.577 0.995 -4.035 0.286
H -3.326 1.325 -5.386 0.341
H -4.116 -0.068 -6.144 0.248
H -2.435 0.321 -6.571 0.323
C -2.171 -4.824 3.549 -0.792
O -0.903 -4.213 3.646 -0.250
C 0.155 -5.153 3.755 -0.590
C 1.435 -4.600 3.170 -0.301
O 1.475 -4.594 1.750 -0.484
C 0.683 -3.641 1.063 -0.460
C 1.202 -2.222 1.138 -0.257
O 0.930 -1.638 2.404 -0.258
C 1.855 -0.638 2.754 -0.278
H -2.437 -5.339 4.479 0.328
H -2.901 -4.039 3.360 0.230
H -2.203 -5.536 2.716 0.344
H -0.103 -6.085 3.240 0.354
H 0.316 -5.369 4.819 0.406
H 2.244 -5.269 3.469 0.407
H 1.661 -3.614 3.579 0.104
H -0.362 -3.693 1.373 0.194
H 0.728 -3.944 0.014 0.393
H 0.703 -1.620 0.365 0.118
H 2.281 -2.223 0.943 0.381
H 2.884 -1.017 2.726 0.435
H 1.631 -0.327 3.775 0.295
H 1.761 0.219 2.076 -0.229
```


Entry 4:
A cluster of 3 separate species, C16H33ClF3O9PS2 in total, computed with the ωB97M-V functional and the def2-TZVPD basis.

Computed properties:
Kohn-Sham gap	0.3023	Ha
HOMO energy	-8.824	eV
net charge	0
structure (SMILES)	C[C@@H]1[C@@H](O)[C@@](Cl)([PH2]=S)OS(=O)(=O)[C@@H]1C[C@H](O)C(F)(F)F.COCCOC.COCCOC
molar mass	556.99	g/mol

Geometry as XYZ:
```
65
Properties=species:S:1:pos:R:3:mulliken_charge:R:1
C 2.111 -1.799 1.836 -1.016
C 2.292 -0.150 1.622 0.133
C 0.966 0.685 2.125 -0.508
O 1.431 1.938 2.774 -0.558
C -0.217 0.870 1.026 0.158
Cl -1.161 -0.719 0.634 -0.060
P -1.556 2.009 1.870 0.212
S -1.328 3.898 1.464 -0.314
O 0.131 1.531 -0.226 -0.214
S 1.793 1.661 -0.511 1.341
O 1.978 1.639 -2.080 -0.648
O 2.420 3.043 -0.073 -0.676
C 2.854 0.264 0.144 -0.174
C 3.068 -0.989 -0.903 -0.956
C 1.700 -1.537 -1.617 0.447
O 1.487 -2.939 -1.124 -0.526
C 1.837 -1.709 -3.275 0.520
F 0.918 -2.863 -3.602 -0.268
F 1.294 -0.544 -4.017 -0.211
F 3.189 -2.145 -3.705 -0.255
H 1.972 -1.925 3.015 0.393
H 3.074 -2.405 1.565 0.320
H 1.131 -2.220 1.356 0.095
H 3.152 0.139 2.399 0.233
H 0.503 0.036 3.016 0.406
H 1.214 2.743 2.219 0.386
H -2.856 1.596 1.341 0.109
H -1.613 1.704 3.298 0.120
H 3.944 0.732 0.292 0.412
H 3.681 -1.892 -0.464 0.405
H 3.746 -0.551 -1.784 0.406
H 0.750 -0.869 -1.459 -0.059
H 2.309 -3.499 -1.336 0.360
C -1.989 7.378 -3.984 -0.707
O -1.052 6.463 -4.541 -0.374
C -0.197 5.888 -3.550 -0.601
C -0.670 4.485 -3.149 -0.029
O -1.939 4.531 -2.492 -0.314
C -3.013 4.200 -3.368 -0.824
H -2.780 7.551 -4.719 0.246
H -2.445 6.997 -3.065 0.294
H -1.492 8.331 -3.777 0.324
H -0.120 6.545 -2.673 0.323
H 0.800 5.808 -3.995 0.368
H 0.045 4.067 -2.432 0.013
H -0.704 3.817 -4.017 0.330
H -3.054 3.114 -3.501 0.310
H -2.919 4.684 -4.342 0.370
H -3.946 4.532 -2.906 0.249
C -1.950 -5.707 1.388 -0.599
O -1.749 -6.519 2.539 -0.387
C -0.424 -6.401 3.064 -0.460
C -0.381 -5.448 4.264 -0.452
O -0.694 -4.108 3.878 -0.273
C -2.046 -3.763 4.171 -0.750
H -3.026 -5.613 1.217 0.265
H -1.529 -4.705 1.509 0.183
H -1.500 -6.190 0.516 0.323
H 0.278 -6.084 2.281 0.253
H -0.122 -7.399 3.398 0.380
H 0.640 -5.435 4.663 0.353
H -1.048 -5.790 5.064 0.344
H -2.142 -3.541 5.238 0.304
H -2.744 -4.556 3.897 0.370
H -2.301 -2.866 3.601 0.156
```


Entry 5:
A structure of composition C4H9BrClN2O3PPd, computed with the ωB97M-V functional and the def2-TZVPD basis.

Computed properties:
Kohn-Sham gap	0.1075	Ha
HOMO energy	-16.240	eV
net charge	+2
molar mass	385.88	g/mol

Geometry as XYZ:
```
22
Properties=species:S:1:pos:R:3:mulliken_charge:R:1
N -1.108 0.861 2.538 -0.484
C -1.459 0.754 1.059 -0.132
C -1.176 -0.795 0.603 -0.979
C 0.044 -0.995 -0.472 -0.657
N 1.178 0.000 -0.351 0.224
C 2.543 -0.673 -0.567 0.421
O 3.179 -1.226 0.499 -0.383
O 3.249 -0.743 -1.858 -0.281
Br 2.433 -1.937 -3.010 0.222
P 1.108 1.263 -1.610 0.585
O -0.483 1.408 -2.319 -0.424
Cl 1.384 3.122 -0.566 -0.093
H -0.111 0.611 2.724 0.262
H -1.353 1.818 2.879 0.302
H -0.951 1.572 0.394 0.186
H -2.633 0.931 0.955 0.323
H -0.975 -1.468 1.541 0.543
H -2.157 -1.190 0.088 0.662
H -0.403 -1.090 -1.568 0.436
H 0.514 -2.069 -0.243 0.410
H -0.433 2.241 -2.891 0.376
Pd -2.389 -2.395 2.175 0.481
```


Entry 6:
A cluster of 2 separate species, C4H2F2O in total, computed with the ωB97M-V functional and the def2-TZVPD basis.

Computed properties:
Kohn-Sham gap	0.3071	Ha
HOMO energy	-9.165	eV
net charge	0
molar mass	104.05	g/mol

Geometry as XYZ:
```
9
Properties=species:S:1:pos:R:3:mulliken_charge:R:1
C 1.045 -0.285 -2.269 -0.187
C 1.036 0.002 -1.027 0.103
C 1.248 0.747 0.330 0.292
C 0.947 -0.516 0.383 0.241
O -1.928 0.203 0.138 -0.659
F 1.319 1.971 0.745 -0.211
F 0.662 -1.536 1.136 -0.227
H -2.174 -0.439 -0.501 0.319
H -2.154 -0.147 1.066 0.328
```


LUMO energy list, top to bottom, in eV: -0.23; 2.42; -4.94; -0.60; -13.31; -0.81
E list, top to bottom, in hartree: -764.32466; -6458.90082; -1723.22003; -3203.76940; -3995.47641; -428.30429